Formula: C4H7NO
Source: the OMol25 dataset
Level of theory: ωB97M-V/def2-TZVPD

Properties
* HOMO-LUMO gap: 11.70 eV
* energy: -7798.053 eV
* HOMO energy: -0.396 hartree
* LUMO level: 0.93 eV

Structure (XYZ):
```
13
Properties=species:S:1:pos:R:3:forces:R:3:mulliken_charge:R:1
C 1.933 0.265 0.128 0.186 0.104 0.003 -0.71
H -2.448 -0.543 -0.430 0.118 -0.145 0.100 0.39
O 0.799 -0.548 0.407 -0.142 -0.033 0.097 -0.34
H 2.420 -0.001 -0.821 -0.182 -0.079 0.116 0.27
N -0.881 2.336 0.134 0.213 -0.904 -0.409 -0.45
H -0.194 -0.428 -1.400 -0.005 0.218 0.122 0.23
C -1.605 -0.914 0.164 -0.009 -0.095 0.025 -1.36
C -0.345 -0.202 -0.333 -0.214 0.077 -0.066 0.49
H 2.639 0.122 0.948 -0.102 -0.076 -0.136 0.23
C -0.632 1.244 -0.150 -0.215 1.069 0.237 0.23
H -1.546 -1.998 0.051 0.153 0.111 -0.001 0.34
H -1.799 -0.661 1.210 0.123 -0.084 -0.140 0.34
H 1.659 1.327 0.092 0.076 -0.164 0.052 0.33
```
Positions in Å, forces in eV/Å.